68
Properties=species:S:1:pos:R:3:forces:R:3 method="wB97M-V/def2-TZVPD" spin_multiplicity=3 e_above_lowest_ev=0.4981 total_energy_ev=-87107.473 total_charge=+1 homo_ev="-9.376 / -10.694" e_lumo_ev="-2.764 / -2.906"
Ti -0.062 -0.333 -0.622 0.120 0.694 -0.275
Cl -0.874 -6.803 2.394 -0.009 -0.052 -0.015
C -0.556 -5.156 1.965 0.005 0.052 -0.030
C -0.498 -4.186 2.983 0.004 0.056 0.056
C -0.249 -2.873 2.693 -0.059 -0.173 -0.149
C -0.073 -2.446 1.355 -0.004 -0.040 0.110
O 0.135 -1.189 1.114 0.127 0.051 0.093
C -0.121 -3.434 0.326 -0.019 -0.276 0.002
C 0.070 -3.173 -1.062 -0.078 -0.501 0.373
O 0.208 -2.060 -1.607 0.160 0.081 -0.348
C -0.355 -4.794 0.669 0.009 0.103 0.058
H -0.653 -4.500 4.007 0.004 0.015 0.011
H -0.206 -2.126 3.474 0.001 0.028 0.002
H 0.093 -4.060 -1.708 0.028 0.072 -0.042
H -0.380 -5.540 -0.115 -0.004 -0.018 -0.003
C -2.000 3.216 -0.251 -0.064 -0.008 -0.069
P -0.619 2.220 -0.895 0.184 0.010 0.176
C 0.653 3.475 -1.255 0.027 0.022 -0.019
C -1.149 1.627 -2.534 -0.213 0.081 -0.032
C -0.233 0.896 -3.293 0.029 -0.053 -0.008
C -0.624 0.265 -4.469 0.019 0.021 0.025
C -1.936 0.365 -4.904 -0.013 0.021 0.018
C -2.853 1.106 -4.166 -0.001 -0.034 -0.063
C -2.468 1.729 -2.991 0.053 0.026 0.073
H -2.882 2.601 -0.071 0.002 -0.022 -0.024
H -2.256 4.028 -0.932 -0.013 0.007 0.016
H -1.699 3.639 0.707 0.047 0.011 -0.017
H 0.244 4.281 -1.865 0.015 0.003 0.006
H 1.490 3.016 -1.781 -0.009 -0.017 -0.006
H 1.032 3.887 -0.319 -0.012 0.004 0.012
H 0.807 0.837 -2.982 0.003 0.020 0.000
H 0.100 -0.296 -5.045 0.003 -0.005 -0.003
H -2.243 -0.121 -5.820 0.000 -0.006 -0.003
H -3.873 1.202 -4.513 -0.001 -0.003 -0.002
H -3.198 2.305 -2.436 0.020 -0.007 0.009
N -2.334 -0.859 -0.745 -0.246 -0.252 -0.096
C -2.980 -1.283 0.478 0.220 0.167 0.158
C -3.429 -2.586 0.624 0.011 0.019 -0.007
C -3.966 -2.997 1.835 -0.019 -0.032 -0.002
C -4.064 -2.108 2.894 -0.014 -0.024 0.003
C -3.613 -0.805 2.742 0.040 0.058 -0.038
C -3.058 -0.393 1.540 -0.075 -0.083 0.048
H -2.442 -1.612 -1.423 0.141 0.084 -0.067
H -2.835 -0.073 -1.153 -0.005 0.004 0.061
H -3.351 -3.285 -0.202 -0.008 0.008 0.001
H -4.312 -4.016 1.946 -0.003 -0.006 0.003
H -4.489 -2.429 3.836 -0.003 -0.008 0.004
H -3.679 -0.107 3.566 -0.003 -0.004 0.005
H -2.664 0.612 1.438 0.001 0.010 -0.039
O 3.359 4.356 3.354 -0.019 -0.002 0.009
C 4.269 3.282 3.531 -0.011 -0.025 0.064
N 3.970 2.285 2.545 -0.031 0.079 -0.072
C 4.593 2.297 1.335 0.180 -0.171 0.036
O 5.597 2.936 1.108 -0.089 0.093 -0.046
C 4.015 1.412 0.259 0.004 -0.018 -0.053
C 4.806 1.154 -0.857 0.002 -0.024 0.017
C 4.303 0.364 -1.875 -0.021 0.012 0.066
C 3.008 -0.110 -1.765 0.014 -0.055 -0.006
N 2.224 0.162 -0.718 -0.369 -0.084 0.004
C 2.736 0.887 0.282 -0.112 0.014 0.013
H 3.661 5.109 3.873 -0.001 0.010 -0.008
H 4.155 2.836 4.523 0.004 0.025 -0.013
H 5.299 3.602 3.379 0.001 -0.032 0.006
H 3.122 1.760 2.663 0.000 -0.017 0.026
H 5.800 1.579 -0.894 0.011 0.003 -0.003
H 4.895 0.117 -2.745 0.018 0.015 -0.001
H 2.574 -0.737 -2.536 -0.005 0.015 0.002
H 2.056 1.047 1.112 0.026 0.056 -0.006

***

79
Properties=species:S:1:pos:R:3:forces:R:3 method="wB97M-V/def2-TZVPD" e_above_lowest_ev=1.2423 total_energy_ev=-104871.997 total_charge=+3 homo_ev=-17.053 e_lumo_ev=-10.432
Ta -0.694 0.091 0.231 2.351 -1.895 0.599
C 1.851 -1.278 -1.403 0.151 -0.118 0.044
N 0.531 -1.719 -0.884 -0.452 0.759 0.040
C -0.281 -2.224 -2.000 -0.004 -0.031 -0.158
C -1.676 -2.461 -1.541 -0.271 -0.097 -0.105
C -2.519 -3.295 -2.248 -0.030 -0.024 0.023
C -3.834 -3.436 -1.833 -0.012 -0.026 -0.061
C -4.254 -2.750 -0.704 -0.007 -0.038 0.018
C -3.354 -1.948 -0.041 0.056 -0.215 0.174
N -2.076 -1.795 -0.445 0.125 0.738 0.441
C 0.730 -2.786 0.122 -0.078 -0.174 0.061
C 1.420 -2.173 1.291 0.061 -0.004 0.106
C 2.286 -2.885 2.096 0.035 -0.066 0.070
C 3.006 -2.211 3.070 0.021 -0.048 0.029
C 2.848 -0.839 3.180 -0.015 0.018 0.015
C 1.933 -0.203 2.368 0.041 -0.095 0.010
N 1.206 -0.858 1.444 -0.313 0.434 -0.168
C 1.885 0.180 -1.694 -0.012 0.066 0.033
C 2.690 0.695 -2.688 0.090 0.051 -0.055
C 2.815 2.070 -2.818 0.014 0.000 -0.046
C 2.133 2.887 -1.931 0.011 0.012 0.004
C 1.318 2.304 -0.985 0.099 -0.071 0.014
N 1.184 0.967 -0.860 -0.607 0.312 0.326
H 2.132 -1.862 -2.281 -0.064 -0.049 0.001
H 2.606 -1.468 -0.640 0.031 -0.060 -0.020
H 0.147 -3.148 -2.397 0.066 0.017 -0.012
H -0.276 -1.483 -2.802 0.037 0.022 0.004
H -2.150 -3.824 -3.118 0.003 0.023 0.006
H -4.514 -4.075 -2.381 -0.002 0.003 0.018
H -5.267 -2.835 -0.337 0.016 -0.004 0.013
H -3.650 -1.409 0.844 -0.017 -0.049 -0.022
H 1.337 -3.593 -0.296 -0.020 -0.003 -0.070
H -0.236 -3.210 0.397 -0.005 -0.016 -0.016
H 2.408 -3.951 1.952 0.025 0.019 -0.053
H 3.698 -2.746 3.708 -0.003 0.016 -0.002
H 3.426 -0.260 3.887 -0.022 -0.002 0.008
H 1.777 0.862 2.441 0.033 0.007 0.006
H 3.229 0.026 -3.347 -0.010 -0.007 0.023
H 3.436 2.494 -3.597 0.013 -0.009 0.024
H 2.214 3.964 -1.978 -0.014 -0.006 0.008
H 0.761 2.929 -0.303 -0.064 0.023 -0.067
C -0.272 2.756 6.468 0.079 0.066 0.010
Si -1.385 3.024 5.008 -0.240 -0.126 0.197
C -3.152 3.298 5.523 0.046 0.028 -0.042
C -0.804 4.365 3.862 0.074 -0.090 -0.146
C -1.478 1.285 4.147 0.097 0.108 -0.137
C -2.085 0.238 4.857 0.056 0.033 -0.027
C -2.242 -1.035 4.318 0.005 -0.007 0.099
C -1.794 -1.273 3.038 0.054 -0.084 -0.087
N -1.194 -0.300 2.343 -0.373 0.097 -0.144
C -1.050 0.932 2.878 -0.141 -0.184 0.137
S -0.256 1.978 1.688 -0.181 -0.490 -0.587
H -0.329 3.625 7.129 0.021 -0.029 0.001
H 0.775 2.629 6.186 -0.017 -0.012 0.006
H -0.579 1.885 7.052 0.015 0.024 0.012
H -3.279 4.324 5.875 -0.020 -0.031 0.017
H -3.443 2.635 6.340 -0.045 0.023 -0.016
H -3.837 3.146 4.686 -0.022 0.034 0.040
H -0.888 5.314 4.398 0.001 -0.017 0.002
H -1.434 4.437 2.972 0.016 0.049 0.021
H 0.238 4.259 3.555 -0.017 0.029 0.015
H -2.452 0.429 5.859 0.000 -0.033 -0.013
H -2.705 -1.831 4.883 -0.008 0.018 -0.005
H -1.896 -2.237 2.555 -0.001 0.002 0.019
F -2.933 3.163 -3.854 -0.092 -0.094 -0.003
C -1.972 2.360 -3.508 0.252 -0.001 0.111
F -0.874 3.023 -3.200 0.075 0.130 -0.027
F -1.714 1.454 -4.426 -0.114 -0.021 -0.087
S -2.470 1.415 -1.977 -0.424 0.130 0.060
O -1.182 0.625 -1.688 -0.550 0.338 0.198
O -3.591 0.560 -2.174 0.190 0.034 -0.482
N -2.603 2.539 -0.878 -0.340 -0.033 -0.225
S -3.331 1.979 0.424 0.515 -0.294 -0.027
O -2.776 0.560 0.559 0.038 0.834 -0.078
O -3.199 2.781 1.581 -0.148 0.243 -0.198
C -5.192 1.761 0.057 -0.094 -0.078 0.139
F -5.458 2.354 -1.079 0.005 0.020 0.019
F -5.825 2.325 1.051 0.030 -0.020 -0.025
F -5.460 0.471 0.001 0.001 -0.009 -0.008

***

68
Properties=species:S:1:pos:R:3:forces:R:3 method="wB97M-V/def2-TZVPD" e_above_lowest_ev=1.4793 total_energy_ev=-66007.487 smiles="CN(C)CCCN(C(=O)c1ccc(S(=O)(=O)[N@H+]2CCc3ccccc3C2)cc1)c1nc2ccc(F)cc2s1" total_charge=+1 homo_ev=-10.527 e_lumo_ev=-3.407
C 3.456 0.642 3.446 0.010 -0.008 -0.023
N 3.480 -0.641 2.769 0.446 0.052 0.159
C 3.978 -0.488 1.416 -0.097 0.000 0.122
H 3.962 -1.444 0.899 0.058 -0.066 -0.110
H 5.003 -0.094 1.394 0.046 -0.005 -0.051
H 3.323 0.202 0.883 0.005 0.038 -0.081
C 4.223 -1.628 3.543 0.088 -0.139 -0.097
H 5.303 -1.405 3.537 -0.012 0.027 0.098
C 4.010 -3.061 3.058 -0.169 0.256 0.094
C 2.542 -3.485 3.069 0.493 -0.256 0.020
N 1.736 -2.725 2.122 0.092 -0.452 -0.018
C 1.158 -1.543 2.488 -0.959 0.846 0.296
N 0.734 -0.679 1.631 0.648 -0.367 -0.091
C 0.087 0.358 2.233 -0.347 0.273 0.869
C -0.409 1.487 1.590 0.053 -0.187 0.155
C -1.046 2.461 2.332 -0.087 0.092 0.198
C -1.177 2.304 3.708 0.068 -0.149 -0.077
C -0.680 1.207 4.389 -0.078 0.220 -0.001
C -0.046 0.238 3.635 0.025 0.059 -0.472
S 0.709 -1.233 4.173 -0.120 -0.085 -0.268
H -0.786 1.128 5.458 -0.056 0.057 0.146
F -1.811 3.262 4.402 0.011 0.003 0.016
H -1.435 3.354 1.870 -0.049 0.128 -0.018
H -0.262 1.595 0.528 0.031 0.036 -0.177
C 1.743 -3.119 0.809 -0.184 0.132 -0.058
O 2.430 -4.024 0.400 0.066 0.015 -0.079
C 0.753 -2.438 -0.095 -0.293 -0.351 -0.805
C -0.598 -2.774 0.031 0.054 0.042 -0.159
C -1.513 -2.329 -0.902 -0.048 -0.177 0.187
C -1.063 -1.547 -1.953 -0.626 0.301 -0.623
C 0.273 -1.224 -2.115 0.305 0.079 -0.026
C 1.187 -1.691 -1.188 -0.144 -0.162 -0.042
H 2.237 -1.478 -1.306 0.113 0.029 -0.034
H 0.583 -0.652 -2.975 0.123 0.074 -0.070
S -2.224 -1.054 -3.195 0.064 -0.274 0.728
O -1.642 -0.319 -4.253 0.327 0.145 0.089
O -3.226 -2.031 -3.434 -0.117 -0.255 0.220
N -3.332 0.209 -2.237 0.289 -0.760 -0.284
H -3.940 -0.415 -1.703 0.047 0.016 0.003
C -4.141 0.894 -3.260 -0.468 0.401 -0.743
C -3.361 1.974 -3.965 0.092 0.248 0.061
C -3.849 2.470 -5.168 0.011 -0.058 0.115
C -3.180 3.478 -5.834 -0.064 -0.044 -0.004
C -2.012 3.998 -5.300 0.065 0.006 0.029
C -1.524 3.506 -4.105 -0.085 -0.047 -0.014
C -2.193 2.496 -3.425 -0.064 0.095 0.029
C -1.617 1.953 -2.143 -0.096 0.012 -0.086
C -2.639 1.151 -1.349 0.702 0.554 0.491
H -3.381 1.827 -0.910 -0.070 -0.203 -0.078
H -2.157 0.593 -0.541 -0.146 0.004 -0.093
H -0.755 1.326 -2.386 0.052 0.043 0.126
H -1.258 2.779 -1.527 0.004 -0.109 0.055
H -0.612 3.907 -3.688 0.126 0.069 0.054
H -1.482 4.783 -5.816 0.053 0.084 -0.054
H -3.566 3.854 -6.768 -0.046 0.037 -0.096
H -4.757 2.058 -5.581 -0.133 -0.052 -0.101
H -5.029 1.329 -2.785 0.141 -0.235 0.110
H -4.473 0.141 -3.981 -0.067 0.051 0.144
H -2.553 -2.610 -0.844 -0.134 -0.118 0.084
H -0.924 -3.394 0.852 -0.044 -0.052 0.096
H 2.110 -3.354 4.063 -0.019 -0.104 -0.043
H 2.470 -4.535 2.777 -0.087 0.134 0.142
H 4.410 -3.201 2.055 0.045 -0.086 0.011
H 4.557 -3.728 3.725 0.051 -0.050 -0.041
H 3.874 -1.556 4.577 0.064 0.034 0.019
H 4.459 1.076 3.552 0.055 0.050 0.009
H 3.025 0.527 4.439 -0.005 0.027 0.035
H 2.838 1.334 2.875 -0.010 0.084 0.009